Record 1
# C5H6BrN

C5H6BrN in the gas phase (ωB97M-V with the def2-TZVPD basis set, OMol25).

Geometry as XYZ:
```
13
Properties=species:S:1:pos:R:3:nbo_charge:R:1
H -1.2541 -0.4753 0.8664 0.230
H 1.4517 -1.8674 -1.2535 0.275
H 0.8027 0.5784 -1.1853 0.230
C 1.6107 -0.4457 0.4330 -0.257
Br 3.3908 0.0701 -0.0820 0.051
C -0.9200 0.3695 0.2762 -0.620
C 0.4429 0.0282 -0.3583 -0.191
H -1.5967 0.5831 -0.5904 0.234
C 0.8659 -1.4581 -0.3806 -0.375
H 1.3738 -0.4773 1.4823 0.233
H -0.7776 1.1688 0.9907 0.222
N -1.0434 -2.9802 0.2594 -0.298
C -0.0777 -2.3433 0.1829 0.267
```

## Properties
**Energy relative to the best compared isomer or geometry (same formula, charge and spin)**: 1.77 kcal/mol
**Gap between HOMO and LUMO**: 11.018 eV
**HOMO**: -0.382 Ha
**LUMO**: 0.632 eV

=====

Record 2
# C13H13F3NOS

2 unconnected molecules or ions with the total composition C13H13F3NOS (ωB97M-V with the def2-TZVPD basis set, OMol25).

Geometry as XYZ:
```
32
Properties=species:S:1:pos:R:3:nbo_charge:R:1
F 5.2746 2.3506 -2.8935 -0.347
H 0.5687 2.4839 -1.8101 0.213
C 3.1323 -0.4386 -2.0045 -0.167
H 1.4598 -1.7464 -1.7073 0.191
O -1.3987 -0.5567 0.3645 -0.503
N -2.3689 1.8401 -1.4819 -0.533
S -4.0631 -1.4640 1.8196 0.223
F 5.5793 1.2890 -0.9925 -0.356
C -0.4669 -1.4619 2.3853 -0.719
H -2.6467 -0.2884 3.3758 0.204
H -0.1188 -2.3448 1.8271 0.241
C 1.7963 -0.7105 -1.7738 -0.317
H -3.0539 0.6781 1.8698 0.252
C -5.2672 -1.0419 3.0803 -0.753
C -0.5556 0.0042 -1.4682 -0.534
C -2.7690 -0.2953 2.2886 -0.634
H 0.3886 -0.7853 2.5405 0.247
H -5.6948 -0.0553 2.8765 0.213
C 2.6324 1.9438 -2.0527 -0.165
H -0.8585 -1.7767 3.3622 0.206
F 5.6858 0.1928 -2.9019 -0.349
C 1.2909 1.6648 -1.8241 -0.311
H -6.0604 -1.7920 3.0123 0.224
C -1.5233 1.0249 -1.4655 0.314
H -0.8571 -1.0021 -1.7372 0.209
C -1.4948 -0.7515 1.5751 0.557
H -4.8180 -1.0864 4.0770 0.206
H 3.8582 -1.2419 -2.1130 0.204
C 5.0100 1.1812 -2.2382 0.984
C 3.5408 0.8892 -2.1211 -0.310
H 2.9658 2.9698 -2.2014 0.206
C 0.8321 0.3271 -1.6675 0.103
```

## Properties
**Energy relative to the best compared isomer or geometry (same formula, charge and spin)**: 0.00 kcal/mol
**Total charge**: -1
**Gap between HOMO and LUMO**: 4.615 eV
**HOMO**: -0.075 Ha
**LUMO**: 2.566 eV

=====

Record 3
# C39H78O39

13 unconnected molecules or ions with the total composition C39H78O39 (ωB97M-V with the def2-TZVPD basis set, OMol25).

Geometry as XYZ:
```
156
Properties=species:S:1:pos:R:3:lowdin_charge:R:1
O -20.7757 0.2434 14.1466 0.111
C -19.3695 1.5502 7.1142 -0.033
H -11.0637 -6.4680 2.7496 0.097
H -10.2782 -8.4412 4.8353 0.091
H -16.8197 -11.2861 6.0623 0.101
C -19.2493 2.4569 13.6796 -0.038
C -15.8293 0.8593 4.7297 -0.028
C -15.7279 -12.3670 11.8162 -0.090
H -11.1932 -4.9732 13.5495 0.100
C -21.0387 -0.3697 10.5203 -0.052
H -19.7932 -7.2740 7.6785 0.097
H -12.3155 -5.7318 8.4854 0.085
C -11.7755 -5.8683 11.0636 -0.595
H -17.4968 -9.3836 2.9206 0.092
H -19.6223 2.3107 7.8531 0.097
O -13.2121 -9.7146 7.4796 0.019
H -20.0117 0.6928 7.3156 0.077
H -15.3641 -4.6731 1.2427 0.106
C -16.7566 -7.7921 10.5935 -0.022
H -19.8657 -2.6092 14.7344 0.107
H -14.6968 -3.9025 11.0770 0.094
C -19.5444 0.1452 14.1213 -0.537
H -22.6520 -3.2107 2.1761 0.104
H -17.0267 -7.9900 9.5562 0.074
H -16.9850 -2.2598 8.8558 0.089
O -21.7153 -3.7627 3.9608 -0.014
H -16.1536 -7.2856 7.0689 0.092
C -15.7938 -6.4656 6.4474 -0.032
O -15.5895 -11.0121 11.7404 -0.022
H -16.4154 -4.2440 10.6422 0.070
O -17.2666 -9.2894 5.6237 -0.042
H -17.1575 -10.1754 1.3942 0.095
H -18.2878 -5.9333 4.9506 0.076
C -12.2638 -5.2871 4.9985 -0.554
H -18.5174 -1.9364 7.9683 0.099
O -21.0044 -5.4671 2.7056 0.096
H -10.0999 -7.7762 6.5425 0.096
H -13.8570 -5.7599 9.4620 0.077
O -11.7209 -9.0470 6.1764 -0.020
O -16.7995 -8.2940 1.3234 -0.009
O -15.6935 -4.4857 8.4328 0.059
H -15.8353 -4.5598 12.2393 0.092
H -15.9356 -10.5064 4.7716 0.087
C -12.6898 -3.6732 6.7459 -0.043
C -22.8765 -3.6094 3.1654 -0.022
C -17.4911 -2.2955 7.8911 -0.037
H -23.3742 -4.5763 3.0914 0.101
H -17.8173 -4.5637 3.9308 0.091
H -16.4447 0.0294 14.7054 0.094
O -16.3585 0.3613 8.4771 -0.056
O -11.7299 -4.6777 10.8496 0.121
H -12.1409 -7.4306 3.7802 0.083
H -17.0842 -4.6715 1.9267 0.080
O -11.5386 -5.9284 5.7356 0.108
O -18.2311 -9.3918 7.8067 0.053
O -21.6862 -0.9065 7.8051 0.082
O -15.9565 -0.6211 12.6900 -0.010
H -20.1758 0.2911 10.4374 0.078
C -13.7691 -10.1281 8.7772 0.012
H -20.2200 2.6957 14.1142 0.093
H -16.0200 -12.8424 10.8798 0.098
H -14.6716 -10.7354 8.7086 0.085
H -20.9366 -0.7159 3.6886 0.099
C -16.5464 -4.4825 7.5129 -0.426
H -14.7987 0.9788 9.6136 0.098
C -16.3432 -10.3502 5.7704 -0.029
O -18.7200 1.1952 14.0624 -0.019
H -14.7470 -12.7892 12.0346 0.097
O -16.3974 -6.2921 0.7310 0.010
O -15.8594 -6.9736 2.9217 0.101
H -11.7497 -3.9410 7.2282 0.089
H -12.6930 -2.5900 6.6243 0.098
H -12.5636 -6.9144 2.1172 0.093
O -16.7155 -5.4339 6.5462 -0.025
C -10.5740 -5.7201 13.0526 -0.052
O -16.0167 -8.8493 11.2550 -0.023
H -15.7722 -6.7242 5.3887 0.093
H -15.6316 -10.1489 6.5712 0.076
C -12.9922 -6.3196 9.1056 -0.065
O -18.7668 -0.9260 14.3829 -0.013
H -13.0778 -10.7301 9.3669 0.102
C -16.7564 -9.4740 2.1259 -0.035
O -17.5641 -10.5054 10.7532 0.115
H -15.7789 -9.8636 2.4102 0.095
H -21.9227 0.2193 10.2760 0.108
C -12.0989 -6.6161 3.0571 -0.025
O -21.4191 -3.1355 8.4590 -0.004
H -16.4092 -12.6703 12.6111 0.101
O -17.0927 0.6232 4.1073 -0.007
H -18.6581 -5.9327 3.2052 0.093
H -18.4931 3.2280 13.8267 0.098
O -17.5583 -3.5625 7.2979 -0.005
H -14.1207 -9.2880 9.3762 0.080
O -18.9505 -0.2815 3.7306 0.022
O -19.7688 -4.6114 4.3977 -0.008
C -10.4511 -8.5851 5.9018 -0.108
H -17.7176 -7.6356 11.0835 0.095
O -20.9408 -1.6157 9.8934 -0.004
H -14.9183 0.4062 14.1600 0.090
H -16.9078 -1.6733 7.2123 0.094
C -16.2807 -7.1419 1.7720 -0.547
H -20.0853 -1.7939 4.6879 0.087
H -14.7820 -6.1976 6.7515 0.087
O -12.9460 -4.1752 5.4304 -0.017
O -11.3167 -6.4568 12.1233 0.036
H -13.4340 -4.0717 7.4355 0.064
H -9.7091 -5.2568 12.5776 0.101
O -17.1604 -1.6663 4.2648 0.091
H -20.6023 -8.6937 7.3598 0.099
C -17.7043 -0.5604 4.0539 -0.557
H -20.0384 -1.9704 2.9538 0.095
H -21.0786 -7.2252 6.4436 0.095
H -16.2817 -6.8235 10.7496 0.077
H -21.7222 -4.6756 7.1545 0.086
C -18.1918 -8.9718 6.5966 -0.507
H -15.3462 1.6946 4.2228 0.096
H -14.9915 -0.7292 9.5569 0.098
H -22.9441 -3.4115 7.0284 0.106
H -18.3222 -2.8099 13.9803 0.095
H -15.8424 0.9557 5.8154 0.078
H -19.4802 1.9562 6.1087 0.104
O -16.1284 -2.5302 11.7088 -0.031
H -19.5357 2.5138 12.6294 0.092
H -9.7446 -9.3724 6.1649 0.087
H -23.6135 -2.9347 3.6008 0.098
O -18.0501 1.0969 7.2533 -0.019
O -19.0231 -8.0553 6.1502 -0.015
C -17.5754 0.9718 8.5162 -0.563
C -16.4081 -4.9626 1.1228 -0.063
H -16.1717 0.2577 10.5393 0.079
C -11.9372 -9.7614 7.3190 -0.615
C -20.9008 -4.7071 3.6734 -0.611
O -11.0566 -10.2530 7.9808 0.136
C -21.8836 -3.5984 7.1967 -0.038
O -18.0568 1.3651 9.5373 0.127
C -19.1916 -2.1531 14.0095 -0.070
C -15.8741 -1.9336 12.9154 -0.574
C -16.4722 -10.1478 11.1798 -0.520
H -21.2015 -3.2461 6.4229 0.077
H -13.4769 -7.1406 8.5772 0.085
H -15.1723 -0.0004 4.5984 0.089
C -15.7355 -3.8651 11.4053 -0.048
H -16.7847 -4.3848 0.2787 0.099
H -10.1022 -6.2227 13.8970 0.094
O -12.2814 -6.7859 10.1937 0.001
H -20.9920 -0.5847 11.5878 0.074
C -15.5587 0.1979 9.6400 -0.026
C -21.4053 -1.7929 8.6342 -0.527
C -15.9351 0.3019 13.7813 -0.050
C -18.5858 -5.3174 4.1021 -0.032
O -15.4394 -2.4727 13.9049 0.137
C -20.2449 -7.8046 6.8403 -0.015
O -12.5781 -5.4531 3.7276 0.020
C -19.9812 -1.2361 3.7573 -0.044
H -16.0947 1.3582 13.5648 0.095
H -19.5953 -2.0698 13.0005 0.103
```

## Properties
**Energy relative to the best compared isomer or geometry (same formula, charge and spin)**: 132.64 kcal/mol
**Gap between HOMO and LUMO**: 10.943 eV
**HOMO**: -0.385 Ha
**LUMO**: 0.455 eV

=====

Record 4
# C2H3F2IO

2 unconnected molecules or ions with the total composition C2H3F2IO (ωB97M-V with the def2-TZVPD basis set, OMol25).

Geometry as XYZ:
```
9
Properties=species:S:1:pos:R:3:nbo_charge:R:1
C -0.1590 -0.0439 -0.4576 0.982
F 1.8307 -0.1044 -1.3949 -0.710
F -0.6079 0.8831 -1.2746 -0.278
H -0.7628 -1.2237 -1.7847 0.531
H 0.5550 -0.5166 1.6513 0.282
I -1.5143 0.8053 2.1534 0.136
H 1.0014 1.0980 0.9354 0.288
O -0.5883 -1.2266 -0.8086 -0.607
C 0.2451 0.3287 0.9804 -0.623
```

## Properties
**Energy relative to the best compared isomer or geometry (same formula, charge and spin)**: 58.40 kcal/mol
**Gap between HOMO and LUMO**: 9.307 eV
**HOMO**: -0.384 Ha
**LUMO**: -1.129 eV

=====

Result set for max |F|: 2.579, 5.141, 5.608, 2.888 eV/Å, one per record in the order listed.